# C13H36BCl6F4O10

A 9-piece molecular cluster, C13H36BCl6F4O10 overall in a non-equilibrium geometry (ωB97M-V with the def2-TZVPD basis set, OMol25).

Each atom is followed by the atoms it is bonded to, with distances in Å.
Geometry (Å):
1 B 0.27762 0.02011 -0.22415  F2 1.408, F3 1.440, F4 1.470, F5 1.429
2 F 1.05858 -0.10160 0.94121  B1 1.408
3 F 0.64019 -0.90758 -1.26378  B1 1.440
4 F -1.09837 -0.33234 0.15339  B1 1.470
5 F 0.30160 1.35789 -0.72545  B1 1.429
6 C -3.62761 -3.72967 -2.11948  C7 1.502, O9 1.433, H10 1.088, H11 1.102
7 C -2.45598 -2.82016 -1.88178  C6 1.502, O8 1.403, H12 1.102, H13 1.090
8 O -2.98616 -1.62934 -1.36353  C7 1.403, H14 0.977
9 O -4.23017 -4.12528 -0.88131  C6 1.433, H15 0.963
10 H -3.36737 -4.58833 -2.73507  C6 1.088
11 H -4.41227 -3.18589 -2.67074  C6 1.102
12 H -1.99807 -2.58148 -2.85508  C7 1.102
13 H -1.73728 -3.25854 -1.18988  C7 1.090
14 H -2.24065 -1.06719 -1.07441  O8 0.977
15 H -4.55177 -3.32758 -0.44927  O9 0.963
16 C 4.06820 -1.27514 0.95313  C17 1.508, O19 1.423, H20 1.106, H21 1.111
17 C 4.59479 -0.08298 0.19508  C16 1.508, O18 1.426, H22 1.089, H23 1.097
18 O 5.59444 0.64048 0.91027  C17 1.426, H24 0.960
19 O 3.22218 -1.00797 2.06594  C16 1.423, H25 0.983
20 H 4.87566 -1.83085 1.46472  C16 1.106
21 H 3.72081 -1.99061 0.17711  C16 1.111
22 H 3.77216 0.60303 -0.00083  C17 1.089
23 H 5.04676 -0.48564 -0.71979  C17 1.097
24 H 6.42607 0.18536 0.76090  O18 0.960
25 H 2.40443 -0.62774 1.67363  O19 0.983
26 C 0.97241 0.60130 4.22941  C27 1.532, O29 1.445, H30 1.089, H31 1.090
27 C -0.02904 -0.53197 3.98473  C26 1.532, O28 1.403, H32 1.097, H33 1.101
28 O -0.88788 -0.31178 2.89749  C27 1.403, H34 0.979
29 O 0.34622 1.67264 4.96902  C26 1.445, H35 0.968
30 H 1.36130 0.94120 3.27110  C26 1.089
31 H 1.73513 0.26800 4.93360  C26 1.090
32 H -0.67650 -0.53252 4.86993  C27 1.097
33 H 0.46753 -1.51438 4.01262  C27 1.101
34 H -0.49363 -0.45941 2.01408  O28 0.979
35 H -0.15926 2.20004 4.33425  O29 0.968
36 C -3.54459 4.63539 -0.32525  C37 1.528, O39 1.436, H40 1.108, H41 1.091
37 C -4.16537 5.63077 0.65343  C36 1.528, O38 1.453, H42 1.089, H43 1.089
38 O -5.29052 5.04906 1.36584  C37 1.453, H44 0.962
39 O -2.89433 3.63744 0.47624  C36 1.436, H45 0.969
40 H -2.81740 5.23784 -0.90398  C36 1.108
41 H -4.26553 4.09178 -0.93679  C36 1.091
42 H -4.65403 6.44829 0.12533  C37 1.089
43 H -3.41634 5.96311 1.37094  C37 1.089
44 H -5.21495 4.09262 1.30090  O38 0.962
45 H -2.47285 2.99045 -0.10999  O39 0.969
46 C 1.34809 -3.94543 1.16441  C47 1.524, O49 1.426, H50 1.099, H51 1.098
47 C 0.12004 -3.82672 2.05870  C46 1.524, O48 1.419, H52 1.094, H53 1.098
48 O -0.51564 -5.08913 2.18079  C47 1.419, H54 0.964
49 O 1.02352 -4.18147 -0.20361  C46 1.426, H55 0.969
50 H 1.92803 -4.81837 1.49391  C46 1.099
51 H 2.13385 -3.17983 1.21989  C46 1.098
52 H -0.49146 -2.96466 1.77715  C47 1.094
53 H 0.60813 -3.69959 3.03421  C47 1.098
54 H -0.93542 -5.35303 1.35401  O48 0.964
55 H 0.69347 -3.35207 -0.58104  O49 0.969
56 C 2.49639 3.52404 -0.97527  Cl57 1.770, Cl58 1.785, H59 1.076, H60 1.078
57 Cl 1.76902 5.08876 -1.37040  C56 1.770
58 Cl 4.27859 3.60092 -0.91700  C56 1.785
59 H 2.07556 3.14259 -0.06143  C56 1.076
60 H 2.30235 2.89032 -1.82551  C56 1.078
61 C -1.75637 1.55707 -3.61056  Cl62 1.752, Cl63 1.766, H64 1.081, H65 1.080
62 Cl -1.43150 1.76265 -5.32005  C61 1.752
63 Cl -2.86651 2.75246 -2.93424  C61 1.766
64 H -2.17906 0.57938 -3.42693  C61 1.081
65 H -0.82902 1.63013 -3.06234  C61 1.080
66 C 2.63624 0.12864 -4.24720  Cl67 1.783, Cl68 1.772, H69 1.077, H70 1.081
67 Cl 1.77177 0.05402 -5.80482  C66 1.783
68 Cl 3.02559 -1.49112 -3.64366  C66 1.772
69 H 3.55707 0.63007 -4.49360  C66 1.077
70 H 2.03909 0.59955 -3.47905  C66 1.081

Summary:
Molar mass = 651.94 g/mol
Net charge = -1
E_tot = -121227.7550 eV
2S+1 = 1
Frontier orbital gap = 0.3463 Ha
Highest occupied orbital energy = -7.20 eV